1.
{
  "formula": "C30H30N7P2Pt",
  "method": "ωB97M-V with the def2-TZVPD basis set",
  "homo_lumo_gap_ev": [4.3, 4.3],
  "charge": 3,
  "lumo_energy_ev": [-12.47, -12.46],
  "fmax_ev_per_a": 6.432,
  "species": ["Pt", "C", "N", "C", "C", "N", "C", "P", "C", "N", "C", "C", "N", "C", "C", "N", "C", "C", "N", "C", "H", "H", "H", "H", "H", "H", "H", "H", "H", "H", "H", "H", "H", "H", "H", "N", "P", "C", "C", "C", "C", "C", "C", "C", "C", "C", "C", "C", "C", "C", "C", "C", "C", "C", "C", "H", "H", "H", "H", "H", "H", "H", "H", "H", "H", "H", "H", "H", "H", "H"],
  "xyz": [[-0.761, 1.000, -1.511], [3.752, 1.811, 1.807], [2.348, 1.741, 1.493], [1.345, 1.625, 2.398], [0.176, 1.542, 1.691], [0.471, 1.618, 0.376], [1.794, 1.729, 0.262], [2.710, 2.145, -1.283], [2.357, 0.647, -2.284], [1.161, 0.108, -2.526], [1.338, -0.907, -3.399], [2.673, -0.987, -3.700], [3.297, -0.010, -2.999], [4.711, 0.258, -3.014], [1.344, 3.146, -1.991], [0.091, 2.742, -2.238], [-0.557, 3.790, -2.808], [0.316, 4.842, -2.900], [1.497, 4.422, -2.390], [2.700, 5.204, -2.291], [3.908, 1.514, 2.844], [4.312, 1.141, 1.154], [4.136, 2.825, 1.683], [1.519, 1.606, 3.454], [-0.833, 1.471, 2.045], [0.524, -1.504, -3.762], [3.192, -1.665, -4.349], [5.209, -0.465, -3.658], [4.915, 1.256, -3.403], [5.127, 0.179, -2.008], [-1.580, 3.731, -3.129], [0.169, 5.828, -3.293], [2.505, 6.215, -2.640], [3.041, 5.250, -1.256], [3.493, 4.774, -2.904], [-1.699, -0.487, -0.702], [-1.942, -1.390, 0.564], [-2.849, -2.923, 0.113], [-2.215, -4.154, 0.107], [-2.914, -5.260, -0.362], [-4.220, -5.124, -0.802], [-4.849, -3.891, -0.770], [-4.168, -2.775, -0.302], [-0.285, -1.823, 1.242], [0.783, -1.631, 0.373], [2.072, -1.885, 0.808], [2.298, -2.338, 2.098], [1.226, -2.539, 2.953], [-0.072, -2.279, 2.533], [-2.941, -0.530, 1.835], [-3.253, -1.138, 3.044], [-3.975, -0.433, 3.995], [-4.428, 0.846, 3.704], [-4.138, 1.435, 2.482], [-3.391, 0.754, 1.537], [-1.197, -4.264, 0.453], [-2.422, -6.220, -0.386], [-4.749, -5.989, -1.179], [-5.869, -3.788, -1.107], [-4.662, -1.814, -0.264], [0.589, -1.308, -0.642], [2.899, -1.736, 0.131], [3.302, -2.552, 2.433], [1.396, -2.890, 3.958], [-0.888, -2.456, 3.215], [-2.966, -2.160, 3.246], [-4.206, -0.892, 4.944], [-5.026, 1.375, 4.431], [-4.492, 2.433, 2.265], [-3.149, 1.203, 0.579]],
  "atomic_forces_ev_per_a": [[3.00, -2.98, 2.15], [0.97, 0.21, 0.10], [-0.76, -0.11, -0.51], [-0.52, -0.14, 0.02], [-0.18, -0.04, 0.54], [-0.61, -0.36, -1.46], [0.42, 0.18, -0.64], [-0.65, -0.29, 0.08], [0.07, 0.55, 0.33], [-0.92, 1.20, 0.67], [-0.04, -0.50, -0.45], [-0.52, -0.29, -0.04], [-0.94, 0.03, 0.26], [1.03, 0.28, 0.02], [0.73, -0.35, 0.27], [-0.48, -0.19, 0.26], [-0.22, 0.59, -0.28], [-0.79, -0.25, -0.21], [-0.61, -0.96, 0.12], [1.00, 0.53, 0.08], [-0.07, -0.04, -0.13], [-0.02, 0.00, 0.12], [-0.09, -0.04, 0.00], [0.06, 0.02, 0.24], [-0.18, -0.07, 0.18], [-0.07, -0.11, -0.10], [0.13, -0.08, -0.10], [-0.09, 0.01, 0.07], [-0.07, -0.06, 0.00], [-0.03, -0.05, -0.09], [-0.11, 0.05, 0.00], [0.01, 0.21, -0.09], [-0.05, -0.07, 0.02], [-0.07, 0.04, -0.07], [-0.09, 0.03, -0.01], [0.09, 5.20, -3.78], [0.37, -3.75, 3.97], [0.53, 1.27, -0.09], [0.22, -0.41, -0.32], [0.30, 0.16, 0.29], [0.06, -0.24, -0.09], [-0.12, 0.50, 0.21], [-0.33, -0.19, -0.34], [-0.95, 0.30, -0.42], [-0.02, -0.13, 0.01], [0.06, 0.09, -0.16], [-0.01, 0.02, -0.01], [-0.16, 0.04, 0.13], [0.20, -0.14, 0.10], [0.16, 0.72, -1.14], [0.20, -0.46, 0.03], [-0.04, 0.05, -0.26], [0.00, 0.00, 0.04], [-0.10, 0.29, -0.03], [0.18, -0.05, 0.12], [0.11, 0.02, -0.05], [-0.02, -0.12, 0.05], [-0.02, 0.01, -0.02], [-0.09, -0.01, 0.01], [-0.03, 0.07, -0.06], [0.24, -0.09, 0.14], [0.15, -0.06, -0.10], [0.06, -0.01, 0.03], [0.03, -0.10, 0.12], [-0.05, 0.04, 0.07], [0.01, -0.06, 0.02], [-0.03, -0.08, 0.03], [0.01, 0.08, 0.04], [-0.06, -0.01, 0.00], [-0.17, 0.08, 0.11]]
}

=====

2.
{
  "formula": "C30H31BN10O2S2Zr",
  "method": "ωB97M-V with the def2-TZVPD basis set",
  "homo_lumo_gap_ev": 7.5,
  "charge": 2,
  "lumo_energy_ev": -5.94,
  "fmax_ev_per_a": 0.489,
  "species": ["Zr", "C", "C", "C", "C", "C", "C", "H", "H", "H", "H", "H", "H", "C", "C", "N", "N", "C", "S", "N", "N", "H", "H", "H", "H", "H", "H", "B", "N", "C", "C", "C", "N", "N", "C", "C", "C", "N", "H", "H", "H", "H", "H", "H", "H", "H", "O", "S", "O", "N", "C", "C", "C", "C", "C", "C", "C", "C", "N", "C", "C", "C", "C", "C", "C", "C", "H", "H", "H", "H", "H", "H", "H", "H", "H", "H", "H"],
  "xyz": [[-0.171, -0.770, -0.134], [0.802, -1.119, 2.470], [0.956, -2.486, 2.712], [2.190, -3.083, 2.521], [3.266, -2.325, 2.073], [3.117, -0.973, 1.804], [1.885, -0.361, 2.021], [-0.116, -0.623, 2.757], [0.118, -3.063, 3.082], [2.324, -4.135, 2.733], [4.232, -2.796, 1.939], [3.964, -0.386, 1.473], [1.773, 0.707, 1.884], [4.625, 1.902, -3.876], [3.299, 1.263, -4.038], [2.622, 1.196, -5.135], [1.497, 0.512, -4.804], [1.446, 0.148, -3.522], [0.118, -0.686, -2.853], [2.617, 0.617, -3.019], [3.051, 0.437, -1.709], [4.898, 2.359, -4.823], [5.389, 1.167, -3.616], [4.605, 2.673, -3.105], [0.780, 0.350, -5.494], [2.837, 1.272, -1.174], [4.055, 0.292, -1.733], [-0.957, -3.393, -0.546], [0.477, -3.350, -1.102], [1.141, -4.114, -1.973], [2.460, -3.699, -2.012], [2.524, -2.644, -1.109], [1.328, -2.431, -0.556], [-2.024, -2.589, -1.341], [-3.070, -2.932, -2.099], [-3.734, -1.781, -2.493], [-3.011, -0.735, -1.932], [-1.992, -1.233, -1.227], [-1.343, -4.493, -0.300], [-0.800, -2.772, 0.507], [0.640, -4.919, -2.485], [3.264, -4.124, -2.587], [3.352, -2.019, -0.833], [-3.282, -3.970, -2.298], [-4.618, -1.713, -3.101], [-3.151, 0.333, -1.990], [-1.453, 2.365, -1.211], [-0.501, 2.065, -0.189], [0.679, 1.223, -0.625], [-0.972, 1.040, 0.922], [-2.186, 1.177, 1.623], [-2.758, 2.363, 1.996], [-3.970, 2.360, 2.720], [-4.571, 1.189, 3.074], [-3.986, -0.047, 2.710], [-4.546, -1.294, 3.053], [-3.905, -2.432, 2.661], [-2.719, -2.334, 1.916], [-2.155, -1.194, 1.558], [-2.787, -0.051, 1.968], [0.092, 3.562, 0.493], [0.777, 3.539, 1.704], [1.229, 4.731, 2.241], [0.992, 5.926, 1.568], [0.300, 5.936, 0.366], [-0.163, 4.748, -0.182], [-2.298, 3.310, 1.747], [-4.415, 3.306, 2.998], [-5.496, 1.188, 3.634], [-5.468, -1.331, 3.620], [-4.286, -3.414, 2.904], [-2.233, -3.252, 1.615], [0.926, 2.609, 2.237], [1.754, 4.735, 3.186], [1.341, 6.857, 1.993], [0.111, 6.869, -0.145], [-0.718, 4.740, -1.110]],
  "atomic_forces_ev_per_a": [[-0.19, 0.13, 0.43], [-0.02, 0.07, 0.13], [0.01, 0.02, -0.02], [-0.03, 0.00, 0.00], [0.04, 0.01, -0.01], [-0.05, 0.00, 0.05], [0.02, -0.03, -0.18], [0.02, 0.00, 0.01], [0.01, -0.01, 0.02], [-0.01, 0.00, 0.00], [0.00, -0.01, 0.00], [0.01, 0.00, 0.01], [0.05, 0.00, 0.01], [0.00, 0.02, -0.01], [0.07, 0.02, -0.01], [0.03, -0.01, -0.13], [-0.06, 0.06, 0.16], [0.10, -0.03, -0.01], [0.09, 0.00, 0.06], [-0.19, -0.03, -0.04], [0.03, 0.01, 0.05], [0.02, 0.00, 0.00], [0.01, 0.00, 0.00], [-0.01, -0.01, 0.01], [0.00, 0.00, 0.00], [0.01, 0.01, 0.01], [0.00, -0.01, 0.01], [-0.14, -0.08, 0.03], [0.10, -0.10, -0.14], [-0.11, 0.03, 0.03], [0.09, 0.03, 0.07], [-0.10, 0.06, -0.02], [-0.18, 0.05, -0.09], [0.04, -0.05, -0.04], [0.00, -0.04, 0.05], [0.05, 0.06, 0.01], [-0.07, 0.02, 0.06], [0.00, -0.36, 0.03], [0.00, -0.05, -0.03], [0.09, 0.12, -0.12], [0.02, -0.01, -0.02], [0.00, 0.00, -0.01], [0.07, -0.03, -0.03], [-0.01, -0.01, -0.01], [-0.01, 0.00, -0.02], [-0.04, -0.02, -0.03], [0.04, 0.02, -0.01], [0.27, 0.35, 0.14], [0.03, 0.16, -0.11], [-0.01, -0.32, -0.34], [-0.06, 0.14, 0.06], [-0.06, -0.08, 0.02], [0.01, 0.05, 0.00], [-0.02, -0.02, 0.00], [0.07, 0.03, -0.04], [0.01, -0.03, -0.01], [-0.01, 0.00, 0.01], [0.05, 0.01, 0.00], [-0.10, -0.13, 0.03], [-0.01, 0.14, 0.02], [0.01, -0.08, 0.02], [0.03, -0.05, 0.09], [-0.01, 0.01, -0.03], [0.00, -0.01, 0.01], [-0.01, -0.01, -0.02], [-0.01, 0.03, -0.08], [0.03, 0.00, -0.03], [0.00, 0.00, 0.00], [0.00, -0.01, 0.01], [0.00, -0.01, 0.01], [-0.01, 0.00, 0.01], [0.03, 0.01, -0.03], [-0.02, 0.00, 0.00], [0.00, -0.01, 0.01], [0.00, 0.01, 0.00], [-0.01, 0.01, 0.00], [-0.01, -0.01, 0.00]]
}

=====

3.
{
  "formula": "C30H31ClMgN8O11",
  "method": "ωB97M-V with the def2-TZVPD basis set",
  "relative_energy_ev": 2.207,
  "homo_lumo_gap_ev": 4.2,
  "charge": -2,
  "lumo_energy_ev": 4.26,
  "fmax_ev_per_a": 2.432,
  "species": ["Mg", "O", "C", "O", "C", "C", "C", "C", "C", "O", "C", "C", "O", "O", "H", "H", "H", "H", "H", "H", "H", "H", "O", "C", "O", "C", "C", "Cl", "N", "N", "C", "C", "O", "O", "C", "C", "C", "C", "C", "C", "H", "H", "H", "H", "H", "H", "C", "N", "C", "C", "C", "O", "N", "C", "O", "H", "H", "H", "H", "H", "C", "N", "C", "N", "C", "N", "C", "N", "C", "C", "H", "H", "H", "H", "H", "H", "H", "H", "H", "H", "H", "H"],
  "xyz": [[-0.245, 0.506, -0.019], [0.577, -1.961, 3.162], [0.310, -1.653, 2.007], [0.274, -0.522, 1.487], [-0.080, -2.830, 1.030], [-1.545, -3.166, 1.303], [-2.109, -4.235, 0.341], [-2.609, -3.382, -0.835], [-2.297, -1.951, -0.371], [-2.315, -2.000, 1.007], [0.087, -2.386, -0.414], [1.443, -1.622, -0.624], [2.464, -2.290, -0.516], [1.342, -0.412, -0.914], [0.568, -3.686, 1.238], [-1.692, -3.397, 2.360], [-2.930, -4.786, 0.805], [-1.340, -4.950, 0.055], [-3.687, -3.475, -0.965], [-2.109, -3.595, -1.782], [-2.976, -1.168, -0.725], [0.077, -3.244, -1.102], [-0.828, -1.835, -5.314], [-0.987, -0.530, -5.413], [-1.107, -0.012, -6.517], [-0.991, 0.274, -4.178], [-1.076, 1.639, -4.160], [-1.414, 2.566, -5.552], [-1.003, 2.130, -2.885], [-0.861, 1.067, -1.999], [-0.900, -0.088, -2.771], [-0.954, -1.348, -2.300], [-0.924, -2.492, -2.921], [-0.972, -1.489, -0.801], [-1.156, 3.437, -2.491], [-1.540, 3.733, -1.167], [-1.792, 5.027, -0.776], [-1.660, 6.089, -1.669], [-1.211, 5.817, -2.957], [-0.932, 4.531, -3.355], [-0.826, -2.148, -4.311], [-1.638, 2.911, -0.483], [-2.132, 5.221, 0.235], [-1.890, 7.101, -1.366], [-1.063, 6.627, -3.662], [-0.538, 4.371, -4.339], [-2.244, 3.460, 3.758], [-2.655, 2.693, 2.611], [-3.841, 2.912, 1.996], [-4.163, 2.237, 0.883], [-3.201, 1.297, 0.302], [-3.483, 0.671, -0.719], [-1.997, 1.170, 0.914], [-1.700, 1.795, 2.046], [-0.650, 1.699, 2.654], [-3.119, 3.913, 4.227], [-1.536, 4.245, 3.468], [-1.739, 2.790, 4.454], [-4.496, 3.644, 2.463], [-5.091, 2.387, 0.357], [1.002, 3.449, 1.135], [2.185, 4.306, 1.264], [2.672, 4.604, -0.078], [2.998, 3.401, -0.826], [1.789, 2.580, -0.918], [1.272, 2.213, 0.398], [2.319, 1.498, 1.130], [3.533, 2.306, 1.265], [3.213, 3.536, 1.961], [3.990, 2.644, -0.074], [0.223, 4.021, 0.621], [0.669, 3.183, 2.140], [3.569, 5.233, -0.004], [1.890, 5.155, -0.611], [2.016, 1.670, -1.472], [1.034, 3.162, -1.450], [2.572, 0.587, 0.593], [1.928, 1.236, 2.112], [4.121, 4.149, 2.040], [2.852, 3.301, 2.966], [4.201, 1.719, -0.613], [4.906, 3.243, -0.003]],
  "atomic_forces_ev_per_a": [[0.30, 0.86, -0.64], [0.09, -0.07, 0.50], [-0.19, -1.47, -0.19], [0.27, 0.23, 0.61], [-0.23, 0.83, 0.60], [0.24, -0.81, 0.38], [-0.04, 0.17, 0.28], [0.40, -0.01, -0.07], [-2.23, -0.27, 0.09], [0.11, 0.16, -0.21], [2.12, -1.12, 0.40], [-0.16, -0.91, -0.30], [0.10, -0.42, 0.21], [0.05, 0.82, -0.32], [-0.08, 0.11, -0.15], [0.07, 0.04, -0.08], [0.06, 0.03, 0.06], [0.05, -0.02, -0.05], [0.03, 0.16, 0.01], [-0.22, 0.04, 0.12], [0.41, -0.21, 0.03], [-0.12, 0.45, 0.10], [-0.01, 0.02, 0.41], [-0.01, -0.19, -0.68], [0.05, -0.22, 0.15], [0.11, 0.82, 0.07], [-0.04, -0.89, -0.34], [-0.13, 0.34, -0.07], [0.07, 0.24, -0.87], [0.34, -0.01, 0.68], [-0.43, -0.21, 0.65], [-0.31, 0.16, -1.74], [0.26, -0.15, -0.05], [-0.11, 0.21, -0.39], [-0.28, 0.48, 0.31], [0.11, -0.46, -0.50], [-0.14, 0.49, -0.14], [-0.05, -0.04, 0.15], [-0.03, 0.24, 0.28], [0.13, -0.32, 0.01], [-0.01, 0.01, -0.18], [-0.08, -0.03, 0.10], [0.05, -0.05, 0.07], [0.01, 0.03, 0.04], [0.04, 0.00, 0.00], [0.06, 0.04, 0.00], [0.22, -0.03, 0.11], [0.10, -0.14, -0.09], [-0.36, -0.10, -0.29], [-0.16, 0.12, -0.08], [-0.75, 0.11, -0.13], [-0.27, 0.13, 0.03], [0.09, -0.34, -0.56], [-0.44, 0.86, 1.23], [0.39, 0.02, 0.36], [0.02, -0.03, -0.03], [-0.04, -0.03, 0.11], [-0.03, 0.16, 0.07], [0.06, -0.09, -0.08], [-0.06, 0.03, 0.05], [-0.28, 0.49, 0.48], [-0.03, 0.14, 0.01], [0.07, 0.29, -0.06], [0.03, 0.01, -0.18], [0.19, 0.17, -0.72], [-0.39, -0.06, -0.06], [0.46, -0.42, 0.46], [0.21, -0.12, 0.14], [0.09, 0.18, 0.18], [0.34, 0.00, -0.15], [0.10, -0.14, 0.07], [-0.02, 0.05, -0.24], [-0.10, -0.04, 0.00], [0.07, -0.01, -0.03], [-0.08, 0.00, -0.02], [0.06, -0.14, 0.04], [-0.06, -0.01, 0.02], [0.00, -0.02, 0.00], [-0.10, -0.04, 0.01], [0.02, -0.02, -0.04], [0.05, 0.01, 0.00], [-0.01, -0.06, 0.02]]
}

=====

- Number 1 is which compound?
  C30H30N7P2Pt

=====

- Among the records above, which one has the lowest charge?
  C30H31ClMgN8O11